C16H22Cl2O2SeV | ωB97M-V with the def2-TZVPD basis set

Element x y z (Å)
1 C 0.274 -1.428 -2.232
2 C 1.160 -0.304 -2.475
3 C 0.329 0.899 -2.448
4 C 2.637 -0.343 -2.663
5 C -1.004 0.482 -2.024
6 C -1.016 -0.938 -1.977
7 C -2.244 -1.780 -1.980
8 C 0.666 -2.868 -2.249
9 C 0.760 2.317 -2.632
10 C -2.183 1.365 -2.077
11 V 0.808 0.496 -0.427
12 Cl 2.535 1.517 0.024
13 Cl 1.502 -1.697 0.348
14 O -0.654 1.029 0.643
15 H 3.070 -1.284 -2.302
16 H 3.129 0.457 -2.110
17 H 2.851 -0.215 -3.716
18 H 1.820 2.450 -2.445
19 H 0.200 2.985 -1.989
20 H 0.547 2.538 -3.662
21 H -1.929 2.382 -1.752
22 H -3.038 1.018 -1.465
23 H -2.517 1.420 -3.125
24 H -3.133 -1.221 -1.636
25 H -2.139 -2.659 -1.295
26 H -2.464 -2.138 -3.024
27 H 1.716 -2.971 -1.959
28 H 0.525 -3.337 -3.238
29 H 0.068 -3.416 -1.508
30 H -0.708 1.852 1.197
31 O -1.995 -2.800 1.488
32 H -1.666 -1.908 1.429
33 Se 0.982 3.118 2.589
34 C 0.421 1.716 3.578
35 C -0.879 1.505 4.083
36 C -1.151 0.452 4.909
37 C -0.202 -0.459 5.311
38 C 1.147 -0.272 4.858
39 C 1.442 0.780 3.985
40 H -1.607 2.259 3.847
41 H -2.175 0.293 5.307
42 H -0.390 -1.315 5.963
43 H 1.992 -0.922 5.172
44 H 2.511 0.945 3.680

The total energy comes out at -137122.5007 eV. As for the charge: -2. For the LUMO energy (spin up / spin down), the calculation gives 4.29 / 4.32 eV. The spin multiplicity is 2. As for the HOMO-LUMO gap (spin up / spin down): 4.02 / 4.05 eV. The calculation puts the energy relative to the best compared isomer or geometry (same formula, charge and spin) at 29.3 kcal/mol. As for the expectation value of S²: 0.82. As for the HOMO energy (spin up / spin down): 0.28 / 0.27 eV.

Here are the Mulliken charges for atoms 1 to 6, given in e: 0.391 0.869 0.858 -1.613 0.286 1.714

---

C16H22ClIO7S | ωB97M-V with the def2-TZVPD basis set

Element x y z (Å)
1 C -4.075 -2.735 -2.914
2 C -3.051 -2.847 -2.303
3 C -1.650 -2.793 -1.837
4 C -1.455 -1.968 -0.526
5 C -0.323 -2.709 0.269
6 C 0.641 -1.726 0.986
7 C 1.834 -1.284 0.113
8 C 3.148 -1.215 0.938
9 S 4.058 0.235 0.373
10 O 4.002 0.359 -1.044
11 O 3.528 1.358 1.067
12 Cl 5.993 -0.114 0.969
13 C -2.738 -1.964 0.322
14 C -2.609 -1.342 1.712
15 O -1.960 -1.746 2.601
16 I -3.809 0.453 2.115
17 O -0.889 -0.677 -0.821
18 C -1.756 0.336 -1.112
19 O -2.681 0.260 -1.859
20 C -1.387 1.656 -0.439
21 C -0.280 2.328 -1.330
22 C 0.962 2.696 -0.490
23 C 0.760 4.058 0.173
24 O 1.887 4.330 1.036
25 C 1.645 4.002 2.325
26 O 2.536 3.996 3.112
27 H -4.900 -2.675 -3.575
28 H -0.964 -2.475 -2.619
29 H -1.401 -3.827 -1.577
30 H 0.281 -3.247 -0.465
31 H -0.735 -3.378 1.023
32 H 0.076 -0.890 1.393
33 H 1.065 -2.283 1.831
34 H 1.936 -1.946 -0.748
35 H 1.641 -0.289 -0.297
36 H 3.724 -2.103 0.668
37 H 2.945 -1.185 2.005
38 H -3.599 -1.519 -0.176
39 H -3.003 -3.014 0.488
40 H -2.264 2.286 -0.336
41 H -0.949 1.391 0.528
42 H -0.019 1.622 -2.122
43 H -0.655 3.238 -1.805
44 H 1.093 1.951 0.304
45 H 1.888 2.703 -1.068
46 H -0.167 4.091 0.755
47 H 0.735 4.849 -0.579
48 H 0.625 3.734 2.652

The total energy comes out at -62736.6836 eV. For the LUMO energy, the calculation gives 0.10 eV. As for the HOMO-LUMO gap: 10.10 eV. As for the HOMO energy: -9.99 eV.

Here are the Mulliken charges for atoms 1 to 6, given in e: -0.026 -0.794 -0.923 1.182 -1.696 -0.863

---

C16H22F3NO4PS | ωB97M-V with the def2-TZVPD basis set

Element x y z (Å)
1 C 0.333 -0.843 4.215
2 C 0.470 -0.073 2.930
3 O 1.227 -0.964 2.040
4 P 2.265 -0.476 0.945
5 C 1.533 -1.212 -0.599
6 C 0.466 -2.234 -0.375
7 N -0.517 -2.885 -0.396
8 O 2.656 0.958 0.952
9 O 3.466 -1.516 1.042
10 C 3.845 -2.178 2.305
11 C 4.973 -3.078 1.852
12 H -0.236 -0.233 4.897
13 H -0.202 -1.778 4.047
14 H 1.302 -1.032 4.680
15 H -0.501 0.140 2.466
16 H 1.030 0.865 3.033
17 H 2.289 -1.686 -1.232
18 H 4.164 -1.385 3.002
19 H 2.954 -2.723 2.673
20 H 5.458 -3.538 2.717
21 H 4.554 -3.857 1.204
22 H 5.711 -2.509 1.269
23 C -2.993 3.745 -1.197
24 C -1.995 2.512 -1.125
25 C -1.625 2.278 0.371
26 C -2.569 1.172 -1.734
27 C -2.478 0.915 -3.112
28 C -3.025 -0.245 -3.677
29 C -3.655 -1.205 -2.874
30 C -3.710 -0.977 -1.491
31 C -3.174 0.195 -0.934
32 O -1.108 3.099 -1.889
33 S 0.712 0.112 -1.437
34 C 2.013 0.838 -2.434
35 F 2.407 2.039 -1.951
36 F 3.131 0.054 -2.539
37 F 1.478 1.042 -3.685
38 H -3.926 3.604 -0.643
39 H -2.470 4.631 -0.803
40 H -3.249 3.974 -2.236
41 H -2.521 2.422 0.995
42 H -1.189 1.284 0.531
43 H -0.854 2.996 0.675
44 H -1.974 1.659 -3.736
45 H -2.948 -0.415 -4.751
46 H -4.138 -2.086 -3.313
47 H -4.147 -1.737 -0.831
48 H -3.234 0.330 0.152

The total energy comes out at -54906.4979 eV. As for the charge: -1. For the LUMO energy, the calculation gives 2.37 eV. As for the HOMO-LUMO gap: 4.86 eV. The calculation puts the energy relative to the best compared isomer or geometry (same formula, charge and spin) at 28.2 kcal/mol. As for the HOMO energy: -2.50 eV.

Here are the Mulliken charges for atoms 1 to 6, given in e: -1.336 -0.014 -0.259 0.801 0.013 -0.112

---

C16H22F6N3O12PTi | ωB97M-V with the def2-TZVPD basis set

Element x y z (Å)
1 Ti -0.294 -0.298 0.005
2 C -0.588 -3.142 1.510
3 C -1.590 -2.671 2.538
4 O -2.027 -1.358 2.208
5 C -3.389 -1.226 1.797
6 C -3.474 -1.269 0.299
7 O -2.711 -0.186 -0.251
8 C -3.465 1.033 -0.358
9 C -2.705 2.209 0.249
10 O -1.848 1.663 1.232
11 C -0.870 2.543 1.732
12 C -0.027 1.703 2.649
13 O 0.338 0.479 1.976
14 C 0.871 -0.473 2.920
15 C 1.281 -1.735 2.199
16 O 0.314 -2.071 1.187
17 H -1.060 -3.419 0.573
18 H -0.014 -3.994 1.875
19 H -1.134 -2.625 3.529
20 H -2.425 -3.373 2.591
21 H -3.725 -0.257 2.165
22 H -4.012 -2.000 2.248
23 H -4.509 -1.207 -0.041
24 H -3.049 -2.185 -0.107
25 H -4.413 0.902 0.161
26 H -3.667 1.214 -1.413
27 H -3.404 2.918 0.699
28 H -2.122 2.736 -0.507
29 H -1.315 3.368 2.296
30 H -0.280 2.967 0.913
31 H -0.598 1.438 3.539
32 H 0.883 2.226 2.941
33 H 0.098 -0.654 3.666
34 H 1.749 -0.041 3.402
35 H 1.369 -2.549 2.918
36 H 2.229 -1.605 1.693
37 O 5.863 2.326 -3.929
38 N 4.664 2.369 -4.088
39 O 4.087 2.847 -5.035
40 C 3.834 1.797 -3.002
41 C 2.504 1.998 -3.020
42 C 1.752 1.419 -1.986
43 C 2.300 0.529 -1.026
44 O 1.573 -0.233 -0.304
45 C 3.712 0.551 -0.962
46 C 4.457 1.110 -1.947
47 N 4.460 0.014 0.218
48 O 5.666 -0.009 0.144
49 O 3.808 -0.245 1.213
50 N 0.376 1.732 -1.944
51 O -0.160 2.490 -2.683
52 O -0.288 1.252 -0.953
53 H 2.033 2.585 -3.798
54 H 5.536 1.048 -1.904
55 F -1.578 -0.361 -2.845
56 P -0.959 -1.827 -3.007
57 F -0.874 -1.815 -1.063
58 F 0.497 -1.156 -2.869
59 F -0.302 -3.247 -2.873
60 F -2.393 -2.445 -2.799
61 F -0.987 -1.793 -4.570

The total energy comes out at -94690.6185 eV. As for the charge: +1. For the LUMO energy (spin up / spin down), the calculation gives -5.11 / -5.07 eV. The spin multiplicity is 2. As for the HOMO-LUMO gap (spin up / spin down): 6.93 / 8.04 eV. The calculation puts the energy relative to the best compared isomer or geometry (same formula, charge and spin) at 31.2 kcal/mol. As for the expectation value of S²: 0.76. As for the HOMO energy (spin up / spin down): -12.04 / -13.11 eV.

Here are the Mulliken charges for atoms 1 to 6, given in e: 0.821 -0.632 -0.598 -0.237 -0.578 -0.696

---

C16H22FN3O4 | ωB97M-V with the def2-TZVPD basis set

Element x y z (Å)
1 N -0.845 2.332 -6.069
2 C -0.644 1.174 -5.261
3 N -0.759 1.302 -3.972
4 C -0.535 0.146 -3.264
5 C -0.615 0.196 -1.850
6 C -0.406 -0.904 -1.064
7 C -0.138 -2.158 -1.739
8 C -0.078 -2.200 -3.090
9 C -0.252 -1.058 -3.904
10 N -0.139 -1.216 -5.264
11 C -0.322 -0.094 -5.859
12 F -0.201 -0.100 -7.200
13 H -0.038 2.527 -6.647
14 H -1.697 2.267 -6.611
15 H -0.850 1.168 -1.413
16 H -0.444 -0.835 0.020
17 H 0.016 -3.046 -1.126
18 H 0.116 -3.165 -3.561
19 O 0.769 -3.892 1.517
20 C 1.511 -3.193 2.148
21 O 1.344 -1.864 2.097
22 C 2.030 -0.930 2.937
23 C 3.392 -0.581 2.375
24 C 2.671 -3.769 2.923
25 H 2.084 -1.288 3.967
26 H 1.405 -0.037 2.956
27 H 4.042 -1.455 2.323
28 H 3.880 0.175 2.991
29 H 3.293 -0.197 1.359
30 H 3.499 -3.949 2.238
31 H 2.355 -4.715 3.357
32 H 3.011 -3.144 3.745
33 O -0.587 4.005 0.485
34 C -1.121 3.382 1.358
35 O -0.983 2.040 1.392
36 C -1.415 1.209 2.459
37 C -2.881 0.847 2.334
38 C -2.015 4.056 2.371
39 H -1.179 1.658 3.426
40 H -0.810 0.305 2.377
41 H -3.519 1.730 2.388
42 H -3.176 0.159 3.127
43 H -3.072 0.375 1.369
44 H -3.001 4.198 1.932
45 H -1.586 5.027 2.611
46 H -2.111 3.515 3.310

The total energy comes out at -32326.7827 eV. For the LUMO energy, the calculation gives 0.24 eV. As for the HOMO-LUMO gap: 9.16 eV. As for the HOMO energy: -8.92 eV.

Here are the Mulliken charges for atoms 1 to 6, given in e: -0.556 0.379 -0.509 0.144 -0.429 -0.517